(1)
Density functional theory data (ωB97M-V with the def2-TZVPD basis set) for a molecular structure, C31H59BN8ReS3Si2.

Structure (XYZ):
```
105
Properties=species:S:1:pos:R:3:forces:R:3:nbo_charge:R:1
Re 0.52325 0.78691 0.50141 -0.099 -0.086 -0.066 1.05
C -3.92620 3.04441 3.10624 -0.022 -0.065 -0.006 -0.63
C -4.06410 1.61696 3.63795 -0.031 0.000 0.000 0.16
C -5.49399 1.42457 4.13379 -0.028 0.020 0.037 -0.63
C -3.10263 1.31647 4.78518 0.002 0.024 -0.003 -0.63
N -3.82032 0.63278 2.51472 0.079 -0.034 -0.025 -0.34
C -4.75178 -0.30243 2.10190 -0.016 0.047 -0.091 -0.04
C -4.20860 -1.00128 1.08766 0.001 -0.051 0.115 -0.06
N -2.93697 -0.51068 0.86467 0.072 0.144 0.021 -0.53
B -1.88061 -1.12550 -0.08215 -0.019 0.083 -0.023 0.75
N -1.25622 -2.34712 0.62350 -0.005 -0.046 -0.034 -0.52
C -1.87726 -3.57315 0.63351 0.026 -0.037 -0.017 -0.04
C -1.02452 -4.46630 1.17296 -0.071 0.027 0.086 -0.04
N 0.12963 -3.78947 1.50820 0.008 0.055 -0.048 -0.33
C -0.03791 -2.49878 1.14941 0.086 -0.107 0.006 0.32
S 1.20428 -1.27674 1.31106 -0.061 -0.032 0.127 -0.02
C 1.34954 -4.46122 2.09842 -0.007 -0.008 -0.005 0.15
C 1.00751 -5.92672 2.34775 0.044 -0.043 0.009 -0.63
C 2.48424 -4.38410 1.08024 0.030 -0.007 0.013 -0.62
C 1.70702 -3.81488 3.43814 -0.074 -0.004 -0.042 -0.63
N -2.47626 -1.47997 -1.43166 -0.010 -0.064 0.015 -0.62
C -3.73142 -1.13650 -1.92102 -0.035 0.042 -0.005 -0.09
C -3.80321 -1.56705 -3.18619 -0.016 -0.031 -0.008 -0.05
N -2.59685 -2.16976 -3.51431 0.097 0.023 0.056 -0.38
C -1.76081 -2.09091 -2.43743 -0.101 0.023 -0.078 0.30
S -0.13757 -2.53817 -2.25924 -0.054 -0.173 -0.152 -0.34
C -2.47471 -2.81811 -4.87411 -0.025 0.016 0.000 0.15
C -1.09573 -3.37973 -5.19119 0.006 0.057 0.098 -0.62
C -3.48957 -3.96001 -4.90863 -0.028 -0.028 0.000 -0.62
C -2.81661 -1.75227 -5.91653 -0.019 0.005 -0.029 -0.62
C -2.71482 0.47008 1.75321 -0.044 -0.118 0.092 0.31
S -1.24340 1.38055 1.98758 -0.085 0.143 -0.199 -0.01
H -4.28965 3.73535 3.86618 0.017 -0.011 0.009 0.24
H -4.53396 3.17981 2.21033 -0.001 0.004 0.006 0.22
H -2.89701 3.30791 2.88252 0.069 -0.004 -0.040 0.22
H -5.66817 2.14657 4.92930 0.002 -0.007 0.008 0.25
H -5.65222 0.43192 4.55557 -0.011 0.006 0.006 0.22
H -6.23087 1.61427 3.35230 0.007 0.011 0.013 0.22
H -3.31538 1.99991 5.60691 -0.003 -0.001 0.001 0.24
H -2.05923 1.44735 4.50681 -0.003 0.002 -0.011 0.22
H -3.24614 0.29793 5.14740 0.007 -0.003 -0.003 0.23
H -5.72307 -0.38711 2.54872 0.026 -0.011 -0.027 0.26
H -4.62533 -1.80424 0.50733 0.013 -0.020 0.041 0.25
H -1.02529 -0.25992 -0.24851 0.070 -0.048 0.012 -0.09
H -2.86150 -3.71827 0.22557 0.000 -0.002 -0.005 0.24
H -1.15061 -5.51612 1.35212 -0.019 0.044 -0.025 0.26
H 0.77163 -6.45694 1.42513 0.004 -0.008 0.006 0.22
H 0.18937 -6.04234 3.05991 0.016 -0.003 0.002 0.22
H 1.88722 -6.40181 2.77769 0.001 -0.003 0.000 0.25
H 2.20296 -4.88551 0.15370 -0.006 0.003 -0.005 0.23
H 3.36000 -4.88555 1.49211 -0.001 -0.004 -0.009 0.24
H 2.76469 -3.35888 0.84662 0.001 -0.014 0.034 0.22
H 0.82334 -3.72729 4.07192 0.007 -0.015 0.001 0.22
H 2.16097 -2.83551 3.32853 0.003 0.106 -0.036 0.22
H 2.42477 -4.45323 3.95192 0.012 0.006 -0.021 0.24
H -4.45848 -0.59140 -1.34869 0.016 0.006 -0.046 0.23
H -4.61545 -1.49510 -3.88496 0.009 0.000 0.037 0.24
H -0.78966 -4.14844 -4.48932 0.017 -0.032 0.053 0.23
H -0.33036 -2.60825 -5.21469 0.035 0.035 0.020 0.23
H -1.16503 -3.82756 -6.18370 0.016 0.019 0.022 0.23
H -3.23116 -4.72290 -4.17323 -0.007 -0.001 0.005 0.22
H -3.47874 -4.42094 -5.89580 0.003 -0.006 0.001 0.23
H -4.50570 -3.61595 -4.71344 0.010 -0.012 -0.009 0.21
H -2.15036 -0.89414 -5.82314 0.012 0.013 0.005 0.22
H -3.84800 -1.40674 -5.84501 0.031 0.004 -0.020 0.21
H -2.68405 -2.17590 -6.91138 -0.011 -0.005 0.004 0.24
C 3.54774 1.34769 0.09115 0.041 -0.007 -0.008 -1.13
Si 2.82847 0.56159 -1.47567 0.022 0.096 -0.002 1.67
C 3.32732 -1.22891 -1.58954 -0.011 0.026 -0.011 -1.13
C 3.53378 1.46621 -2.94855 0.003 -0.062 0.018 -1.12
C 0.88221 0.70374 -1.46856 0.018 0.152 0.138 -1.38
Si 0.00350 1.85901 -2.70424 -0.020 -0.013 -0.092 1.73
C 0.73191 3.59265 -2.83345 0.005 -0.032 0.015 -1.13
C -1.78572 1.98717 -2.15397 -0.003 -0.061 -0.014 -1.13
C 0.06940 0.96744 -4.34107 -0.023 0.027 -0.001 -1.14
H 4.62307 1.14366 0.06816 0.002 -0.001 -0.022 0.28
H 3.21094 0.96481 1.06240 -0.017 -0.012 -0.016 0.23
H 3.42120 2.43157 0.09791 0.009 -0.006 0.005 0.24
H 4.29180 -1.27794 -2.10147 0.004 -0.011 0.013 0.26
H 2.60973 -1.80697 -2.17385 0.008 -0.008 -0.013 0.27
H 3.44334 -1.70482 -0.61714 -0.021 0.000 0.007 0.24
H 4.62133 1.48315 -2.83393 -0.001 -0.012 -0.002 0.26
H 3.19732 2.49151 -3.07304 -0.028 0.061 0.011 0.24
H 3.31664 0.91614 -3.86603 -0.016 0.016 -0.001 0.26
H 0.54701 -0.30327 -1.78916 -0.049 0.002 -0.010 0.33
H 1.58423 3.76019 -2.17546 0.029 -0.010 -0.003 0.22
H -0.03022 4.34168 -2.60461 0.004 -0.002 0.015 0.24
H 1.07227 3.78019 -3.85359 0.001 -0.005 -0.002 0.26
H -1.89805 2.27595 -1.10493 0.026 0.023 0.011 0.22
H -2.29417 1.03077 -2.30153 0.001 0.032 0.027 0.24
H -2.31004 2.73072 -2.75968 0.012 -0.006 -0.018 0.26
H 1.07074 0.96707 -4.77498 -0.003 0.000 0.004 0.25
H -0.60406 1.43686 -5.06249 0.012 0.017 -0.003 0.25
H -0.24026 -0.07330 -4.20959 0.006 -0.002 0.001 0.25
C 2.11205 5.97518 -0.17624 0.004 0.001 0.005 -0.40
N 0.87157 5.32659 0.27188 -0.006 -0.009 0.016 -0.43
C -0.27876 6.17160 0.62105 -0.007 0.004 -0.011 -0.40
C 0.77905 4.04143 0.32057 -0.004 -0.007 0.034 0.69
N 0.69533 2.88453 0.36428 0.050 -0.009 0.036 -0.57
H 2.44688 6.67132 0.59096 -0.003 0.000 -0.001 0.23
H 1.92697 6.51033 -1.10667 -0.001 0.000 0.000 0.23
H 2.88040 5.22355 -0.33650 0.004 -0.002 -0.004 0.23
H -0.03086 6.78553 1.48550 0.009 0.000 -0.001 0.23
H -1.13452 5.54329 0.85370 0.002 0.000 0.004 0.23
H -0.52033 6.81210 -0.22607 -0.004 -0.004 -0.001 0.23
```
Positions in Å, forces in eV/Å.

As for the expectation value of S²: 3.786. Its highest occupied orbital energy (alpha / beta) is -11.92 / -11.92 eV. As for the total charge: +2. As for the spin multiplicity: 4. Its HOMO-LUMO gap (alpha / beta) is 5.33 / 5.31 eV. The value obtained for the molar mass is 893.3 g/mol. The value obtained for the lowest unoccupied orbital energy (alpha / beta) is -6.6 / -6.6 eV. The calculation puts the energy above the lowest of the compared OMol25 structures with the same formula, charge and spin at 1.514 eV.

(2)
Density functional theory data (ωB97M-V with the def2-TZVPD basis set) for a molecular structure, C31H59InN2O15S7 in a non-equilibrium geometry.

Structure (XYZ):
```
115
Properties=species:S:1:pos:R:3:forces:R:3:lowdin_charge:R:1
O -1.13203 -9.50946 -0.95508 0.981 0.850 -1.752 -0.27
C -0.15686 -9.28201 -1.76291 2.920 -2.491 3.488 -0.73
O 1.11166 -9.76614 -1.40209 -4.064 1.927 -1.801 -0.40
In -0.28645 -8.20084 -3.75026 0.471 -0.598 0.414 0.36
C -2.23962 -7.11055 -4.09703 -0.886 0.714 -0.955 -0.36
C -2.29593 -5.60322 -3.54556 -1.111 -0.778 -0.093 -0.33
C -1.70336 -5.40450 -2.07066 -0.189 1.291 -0.551 -0.26
C -0.14456 -5.00412 -2.18405 -0.420 -1.485 -0.973 -0.47
S 0.22685 -3.20376 -1.88177 1.012 0.916 -1.173 0.90
C 0.76534 -2.51926 -3.49714 -1.977 -1.829 -2.911 -0.51
N 0.09078 -2.92411 -4.69374 2.467 1.883 3.546 0.00
N 0.64198 -2.25339 -5.74379 4.150 2.994 3.338 -0.01
C 1.65941 -1.44597 -5.18356 -2.262 -1.813 -1.182 -0.16
O 1.80454 -1.58146 -3.75972 -2.795 -1.759 -2.639 -0.07
H 0.02448 -9.43875 -5.04097 -0.228 0.179 -0.061 -0.15
H 1.15819 -7.08454 -3.80812 -0.299 0.008 -0.202 -0.10
H -3.15701 -7.72433 -3.75097 1.429 0.953 -0.233 0.03
H -2.36653 -7.03655 -5.24693 0.122 -0.115 1.576 0.01
H -1.79557 -4.91876 -4.31959 -0.524 -0.805 1.388 0.08
H -3.41274 -5.29514 -3.50983 1.563 -0.182 -0.026 0.08
H -1.83354 -6.31978 -1.40169 0.284 1.000 -1.094 0.12
H -2.29716 -4.54106 -1.59860 1.097 -1.389 -0.633 0.07
H 0.49829 -5.62575 -1.46727 -0.749 1.159 -1.115 0.09
H 0.14909 -5.22627 -3.27588 -0.043 0.294 1.932 0.02
H 2.30928 -0.73492 -5.78364 -0.878 -1.092 1.295 0.11
C -1.59259 -4.95533 3.78783 -0.182 0.003 -0.732 -0.26
C -1.87245 -3.45505 3.90160 -0.059 -0.003 0.160 -0.22
C -1.21819 -2.77325 2.69726 -0.070 0.450 0.479 -0.22
S -1.18819 -3.99445 1.38839 -0.289 -0.356 -0.188 0.65
O 0.18836 -4.32190 1.09789 -0.244 0.247 -0.092 -0.33
O -2.12295 -3.60772 0.35897 0.389 0.219 0.311 -0.35
C -1.89763 -5.32383 2.34125 -0.045 -0.247 0.276 -0.21
H -2.19723 -5.53267 4.48132 0.021 0.059 -0.386 0.09
H -0.54113 -5.15232 4.01001 -0.144 -0.036 -0.132 0.11
H -2.95388 -3.28360 3.87941 0.071 -0.022 -0.019 0.12
H -1.49503 -3.04382 4.84051 -0.055 -0.042 -0.066 0.10
H -1.78759 -1.90371 2.36736 0.179 -0.082 -0.177 0.10
H -0.18834 -2.48326 2.91229 -0.048 -0.076 -0.143 0.10
H -1.45820 -6.27423 2.03774 -0.008 0.118 -0.218 0.12
H -2.97383 -5.33031 2.15505 0.101 0.027 -0.104 0.11
C 2.63438 1.50459 -2.92317 -0.134 -0.078 0.031 -0.21
C 2.61325 2.17776 -4.29616 0.027 -0.182 -0.122 -0.22
C 2.65583 3.69016 -4.06715 -0.296 -0.003 -0.527 -0.22
S 3.50960 3.93686 -2.51394 0.319 -0.474 -0.242 0.67
O 2.57793 4.49927 -1.56044 0.235 0.271 0.069 -0.33
O 4.80354 4.53122 -2.77026 -0.295 0.313 0.320 -0.34
C 3.73281 2.20773 -2.13491 -0.061 -0.392 0.077 -0.22
H 2.82014 0.43267 -3.00080 -0.085 0.123 0.083 0.10
H 1.66806 1.64563 -2.42783 0.071 -0.089 0.011 0.12
H 3.49398 1.86703 -4.86784 -0.055 0.033 0.048 0.12
H 1.73100 1.89121 -4.87251 0.080 0.030 0.058 0.12
H 3.19787 4.20278 -4.86242 -0.016 0.125 0.217 0.10
H 1.65223 4.10889 -3.97113 0.107 0.025 0.121 0.10
H 3.65867 2.04948 -1.05916 0.047 0.154 -0.039 0.11
H 4.72242 1.91365 -2.49131 -0.041 0.118 0.043 0.11
C -0.84924 3.97640 -1.52568 0.084 -0.013 -0.038 -0.23
C -2.37136 4.12590 -1.47792 -0.142 -0.224 0.065 -0.24
C -2.93165 2.88188 -0.78313 -0.387 0.201 -0.276 -0.21
S -1.64802 2.30389 0.32170 0.056 0.029 0.138 0.66
O -1.19001 1.01426 -0.13936 -0.083 0.172 0.333 -0.31
O -2.05769 2.53261 1.69013 0.096 -0.363 -0.127 -0.33
C -0.43310 3.52968 -0.12985 0.251 0.304 -0.187 -0.23
H -0.35991 4.90759 -1.80984 -0.011 -0.174 0.073 0.09
H -0.57625 3.21182 -2.26143 0.004 0.017 0.047 0.12
H -2.63204 5.01882 -0.90070 0.038 -0.078 -0.032 0.12
H -2.79706 4.24473 -2.47283 -0.001 -0.136 0.242 0.10
H -3.82767 3.11204 -0.20602 0.117 -0.200 0.052 0.10
H -3.14452 2.08587 -1.49864 0.098 -0.036 0.154 0.11
H 0.56516 3.09335 -0.09818 -0.107 -0.087 0.101 0.09
H -0.50718 4.35283 0.58508 0.006 -0.102 0.031 0.09
C 0.51930 -7.91144 7.41366 0.072 -0.072 -0.176 -0.22
C 1.65058 -6.94648 7.77496 0.157 -0.138 0.111 -0.22
C 1.19323 -5.53826 7.38881 0.598 0.019 -0.040 -0.22
S -0.59311 -5.54444 7.49944 -0.085 -0.024 0.283 0.70
O -1.13644 -5.35564 6.17298 0.279 0.096 1.626 -0.34
O -1.00456 -4.73394 8.62463 -0.102 0.056 -0.356 -0.33
C -0.75747 -7.26629 7.93734 0.002 -0.497 0.049 -0.23
H 0.67589 -8.90064 7.84811 -0.034 0.073 -0.062 0.12
H 0.46345 -8.02431 6.32636 -0.034 -0.028 0.094 0.13
H 1.83686 -6.99073 8.85314 -0.030 0.012 -0.073 0.11
H 2.58268 -7.20994 7.27066 -0.090 0.048 0.039 0.12
H 1.59425 -4.78426 8.06658 -0.197 0.057 -0.129 0.10
H 1.46693 -5.29687 6.36022 -0.157 0.013 0.057 0.11
H -1.66177 -7.67888 7.49085 -0.010 0.198 0.013 0.11
H -0.81267 -7.32951 9.02635 -0.033 0.098 -0.075 0.11
C 4.11380 5.22259 2.01537 0.153 0.019 0.047 -0.22
C 3.65155 4.24961 3.10236 0.092 -0.196 -0.081 -0.22
C 2.61777 4.97965 3.96228 0.203 -0.428 0.399 -0.22
S 1.85124 6.19631 2.89675 -0.082 -0.204 -0.340 0.67
O 2.19198 7.51477 3.38350 -0.296 -0.064 0.016 -0.33
O 0.48604 5.80322 2.62938 0.129 0.447 0.186 -0.33
C 2.84442 5.85028 1.45615 0.256 -0.107 -0.273 -0.24
H 4.68774 4.71719 1.23608 -0.068 0.075 0.026 0.12
H 4.75086 5.99549 2.45790 -0.035 -0.030 -0.067 0.12
H 3.18953 3.37422 2.63490 0.027 0.085 0.035 0.12
H 4.48761 3.89392 3.70856 -0.099 0.012 -0.033 0.11
H 1.85476 4.29847 4.34015 -0.054 0.224 -0.019 0.11
H 3.08911 5.50753 4.79298 -0.116 0.075 -0.107 0.10
H 3.02834 6.76971 0.90148 -0.179 -0.016 0.072 0.11
H 2.29551 5.13949 0.83503 0.015 0.116 0.018 0.08
C -2.58067 9.45499 -4.53205 -0.097 0.134 0.002 -0.23
C -1.91769 9.64819 -3.16634 0.153 0.164 -0.037 -0.22
C -2.39608 8.51258 -2.25922 0.156 0.437 0.380 -0.22
S -2.76954 7.13421 -3.33794 0.198 -0.076 -0.127 0.68
O -4.18913 6.87489 -3.27896 0.305 -0.187 0.055 -0.31
O -1.78727 6.09291 -3.13766 -0.386 0.665 -0.458 -0.34
C -2.41165 7.97917 -4.86843 0.028 0.301 -0.413 -0.23
H -2.13143 10.09404 -5.29490 -0.053 -0.058 0.047 0.11
H -3.64448 9.70458 -4.46480 0.069 -0.043 -0.049 0.12
H -0.83002 9.59640 -3.27899 -0.093 -0.007 0.005 0.12
H -2.15605 10.62314 -2.73572 0.036 -0.100 -0.011 0.11
H -1.62654 8.21506 -1.54622 -0.175 -0.151 -0.038 0.11
H -3.31024 8.78271 -1.72821 0.024 -0.161 -0.081 0.11
H -3.08901 7.63587 -5.64979 0.028 -0.150 0.144 0.11
H -1.37825 7.75338 -5.14022 -0.085 -0.062 0.066 0.11
```
Positions in Å, forces in eV/Å.

Its highest occupied orbital energy is 0.73 eV. As for the total charge: -2. Its HOMO-LUMO gap is 1.43 eV. The value obtained for the molar mass is 1039.1 g/mol. The value obtained for the lowest unoccupied orbital energy is 2.2 eV.

Q: The lowest total charge belongs to which entry?
A: C31H59InN2O15S7

Q: Which of these has the lowest total charge?
A: C31H59InN2O15S7